Formula: C25H43IN3O13
Source: OMol25
Level of theory: ωB97M-V/def2-TZVPD

HOMO-LUMO gap: 7.21 eV
DFT total energy: -65804.9158 eV

The geometry in ORCA input format:
```
! wB97M-V def2-TZVPD RIJCOSX def2/J DEFGRID3
* xyz 1 1
C 2.5192 2.8580 -1.5917
N 1.1379 2.8565 -2.0446
C 0.3498 1.6835 -1.7539
C 0.5502 1.0598 -0.3488
C -0.3565 -0.0745 -0.0724
N -0.6333 -0.1982 1.1732
I -1.9215 -1.5705 1.9477
C 0.0915 0.8307 2.0039
C 1.3147 0.1912 2.6442
O 0.8960 -0.9247 3.3761
C 1.9278 -1.8523 3.6799
C 0.4414 1.8945 0.9563
C -0.5776 3.0600 0.9167
N -1.9632 2.7916 1.2670
H 2.6360 3.2044 -0.5557
H 3.1255 3.5166 -2.2133
H 2.9391 1.8552 -1.6846
H 0.6617 3.7056 -1.7727
H 0.6279 0.8843 -2.4453
H -0.7013 1.9266 -1.9283
H 1.5496 0.5955 -0.3644
H -0.7810 -0.7543 -0.8068
H -0.6041 1.1823 2.7648
H 1.7938 0.9471 3.2798
H 2.0412 -0.1024 1.8732
H 2.5611 -1.4828 4.4916
H 1.4431 -2.7801 3.9739
H 2.5524 -2.0392 2.8004
H 1.4263 2.3062 1.1835
H -0.2096 3.8346 1.5892
H -0.5541 3.5119 -0.0723
H -2.1740 2.9052 2.2465
H -2.3525 1.9221 0.9332
C -2.9678 -5.1220 -0.3875
C -4.2457 -5.5567 0.2779
C -4.1515 -5.7729 1.7775
O -5.1037 -6.8167 1.9973
C -5.2498 -7.5140 0.8446
O -5.8325 -8.5402 0.7383
O -4.6325 -6.8626 -0.1749
H -3.1186 -4.9323 -1.4488
H -2.6047 -4.2084 0.0916
H -2.2032 -5.8903 -0.2713
H -5.0693 -4.8744 0.0435
H -4.4265 -4.9102 2.3789
H -3.1615 -6.1209 2.0758
C -0.0721 0.1517 -7.4909
C 0.8514 0.8884 -6.5606
C 2.3237 0.8715 -6.9360
O 2.9733 0.8955 -5.6567
C 2.1226 0.3973 -4.7424
O 2.4153 0.1301 -3.6166
O 0.8907 0.2431 -5.2646
H -1.1038 0.2192 -7.1512
H -0.0118 0.5908 -8.4877
H 0.2119 -0.8988 -7.5535
H 0.5151 1.9143 -6.3881
H 2.6511 1.7304 -7.5137
H 2.5966 -0.0541 -7.4479
C -0.8416 -5.2876 8.2856
C -0.5500 -5.7191 6.8754
C 0.6356 -5.0454 6.2053
O 0.2341 -4.9964 4.8266
C -1.1156 -5.0656 4.7765
O -1.7622 -4.9202 3.7837
O -1.6244 -5.3238 5.9894
H -1.7019 -5.8216 8.6837
H 0.0194 -5.5056 8.9191
H -1.0433 -4.2168 8.3213
H -0.4652 -6.8059 6.7977
H 1.5698 -5.5936 6.2812
H 0.7653 -4.0222 6.5685
C 1.2060 8.9768 -3.7144
C 1.6936 8.2432 -2.4959
C 2.6910 7.1255 -2.7461
O 2.3841 6.1926 -1.6967
C 1.0999 6.3879 -1.3307
O 0.4788 5.6496 -0.6232
O 0.6092 7.5065 -1.8800
H 0.4992 9.7572 -3.4402
H 2.0517 9.4434 -4.2216
H 0.7196 8.2860 -4.4033
H 2.0753 8.9320 -1.7381
H 3.7320 7.4214 -2.6594
H 2.5138 6.6369 -3.7072
*
```

***

Formula: C17H30FN2O4S2
Source: OMol25
Level of theory: ωB97M-V/def2-TZVPD

HOMO-LUMO gap: 8.68 eV
DFT total energy: -53674.8957 eV

The geometry in ORCA input format:
```
! wB97M-V def2-TZVPD RIJCOSX def2/J DEFGRID3
* xyz -1 1
C 3.0921 -2.5655 -0.3072
C 3.9516 -1.6953 -1.2539
C 3.1573 -0.8756 -2.3007
C 3.4246 0.6343 -2.2771
C 2.6400 1.4984 -1.2563
C 1.8408 0.7127 -0.2238
C 1.1907 1.5241 0.9010
S 0.4288 3.1152 0.5859
O 0.0478 3.5307 1.9243
O 1.4123 3.9151 -0.1060
N -0.9523 2.9208 -0.2055
S -1.0782 2.7202 -1.7837
O -2.3862 3.2257 -2.1587
O 0.0560 3.1617 -2.5610
C -1.2537 0.9606 -2.1116
C -2.4026 0.3856 -1.2748
C -2.4359 -1.1410 -1.0003
C -1.4243 -2.0085 -1.7321
N -1.6040 -3.4558 -1.4562
H 2.0418 -2.5340 -0.6039
H 3.4156 -3.6059 -0.3130
H 3.1398 -2.1967 0.7182
H 4.6345 -2.3595 -1.7842
H 4.5461 -0.9966 -0.6630
H 2.0863 -1.0846 -2.2143
H 3.4370 -1.2340 -3.2960
H 3.1883 1.0159 -3.2744
H 4.5009 0.7922 -2.1561
H 3.3487 2.1203 -0.7039
H 2.0025 2.1945 -1.7968
H 2.5235 0.0096 0.2688
H 1.0739 0.0861 -0.6809
H 1.9011 1.7634 1.6943
H 0.3991 0.9298 1.3502
H -0.2926 0.4743 -1.9649
H -1.5055 0.9379 -3.1724
H -3.3216 0.6507 -1.7992
H -2.4452 0.9255 -0.3309
H -2.3319 -1.2993 0.0717
H -3.4446 -1.4854 -1.2600
H -1.4671 -1.8498 -2.8096
H -0.4263 -1.7492 -1.3643
H -2.5348 -3.5989 -1.0796
H -0.9872 -3.7166 -0.6977
F -1.0744 -0.9503 1.8478
C -1.8485 -0.5087 2.8666
C -2.0449 -1.3303 3.9573
C -2.8364 -0.8635 4.9970
C -3.4063 0.4005 4.9289
C -3.1810 1.2055 3.8197
C -2.3929 0.7559 2.7710
H -1.5891 -2.3110 3.9835
H -3.0030 -1.4892 5.8642
H -4.0189 0.7615 5.7446
H -3.6122 2.1959 3.7683
H -2.1793 1.3805 1.9105
*
```

***

Formula: ClH3NO2P
Source: OMol25
Level of theory: ωB97M-V/def2-TZVPD

SMILES: [NH3+][O-].O=PCl
energy relative to the best compared isomer or geometry (same formula, charge and spin): 84.2 kcal/mol
HOMO-LUMO gap: 9.39 eV
DFT total energy: -27443.1945 eV

The geometry in ORCA input format:
```
! wB97M-V def2-TZVPD RIJCOSX def2/J DEFGRID3
* xyz 0 1
N 0.2269 -0.3193 0.3672
O -0.6330 -0.9855 1.1267
H 0.7482 -1.0504 -0.1478
H 0.9168 0.1314 0.9218
H -0.0933 0.4303 -0.3947
O -2.5931 1.5090 -0.3161
P -3.0753 0.5528 0.6076
Cl -4.3243 -0.7137 -0.4407
*
```

***

Formula: C2H9NSi
Source: OMol25
Level of theory: ωB97M-V/def2-TZVPD

energy relative to the best compared isomer or geometry (same formula, charge and spin): 108.7 kcal/mol
HOMO-LUMO gap: 7.96 eV
DFT total energy: -11583.7090 eV

The geometry in ORCA input format:
```
! wB97M-V def2-TZVPD RIJCOSX def2/J DEFGRID3
* xyz 0 1
C -1.7185 -0.2795 0.1315
C -1.0027 1.1209 -0.1427
N 0.4122 1.1788 0.3383
Si 2.1520 -0.5419 -0.6655
H -2.1806 -0.5352 1.0507
H -2.4088 -0.3523 -0.7818
H -0.7983 -1.0118 0.0255
H -0.8373 1.2559 -1.2347
H -1.5418 2.0102 0.3823
H 0.5813 0.8688 1.3368
H 2.4566 -1.7845 0.0187
H 3.2813 0.2919 -0.8594
H 1.5042 -0.9582 -1.9090
*
```

***

Formula: C4H5NO
Source: OMol25
Level of theory: ωB97M-V/def2-TZVPD

SMILES: C/C=N\C=C=O
energy relative to the best compared isomer or geometry (same formula, charge and spin): 66.4 kcal/mol
HOMO-LUMO gap: 9.28 eV
DFT total energy: -7763.6477 eV

The geometry in ORCA input format:
```
! wB97M-V def2-TZVPD RIJCOSX def2/J DEFGRID3
* xyz 0 1
C 1.2858 0.3539 -0.3180
C 0.7038 -0.9842 -0.2360
N -0.4887 -1.3606 -0.1423
C -1.4701 -0.3460 0.1747
C -1.5113 0.9055 0.6760
O -1.7779 1.9793 1.1671
H 0.7413 0.7577 0.5219
H 1.3749 0.8773 -1.2297
H 2.2680 0.2541 -0.0328
H 1.2789 -1.8258 -0.4620
H -2.4048 -0.6110 -0.1190
*
```

***

Formula: C14H14IN4S2SeSiZr
Source: OMol25
Level of theory: ωB97M-V/def2-TZVPD

energy relative to the best compared isomer or geometry (same formula, charge and spin): 7.4 kcal/mol
HOMO-LUMO gap: 7.25 eV
DFT total energy: -124977.2586 eV

The geometry in ORCA input format:
```
! wB97M-V def2-TZVPD RIJCOSX def2/J DEFGRID3
* xyz 1 1
Zr -0.6225 0.4925 0.3669
S 0.6284 -1.0168 1.7803
C 2.2883 -0.6424 1.2602
C 3.3149 -1.1569 2.0451
C 4.6415 -0.9593 1.6955
C 5.6812 -1.4971 2.5351
N 6.5014 -1.9174 3.2198
C 4.9532 -0.2423 0.5350
C 3.9308 0.2690 -0.2485
C 2.6005 0.0810 0.1091
S 1.3790 0.7532 -0.9953
C 6.3211 -0.0235 0.1405
N 7.4109 0.1613 -0.1701
H 3.0801 -1.7238 2.9362
H 4.1760 0.8115 -1.1521
C -4.8545 -0.5957 -3.0039
Si -3.8054 -1.9089 -2.2605
C -2.6111 -2.7424 -3.3806
C -4.5756 -2.9422 -0.9507
Se -2.3097 -0.6006 -0.9542
H -5.6258 -1.0149 -3.6560
H -4.2402 0.0808 -3.5992
H -5.3492 -0.0223 -2.2193
H -3.1215 -3.4051 -4.0857
H -1.9069 -3.3416 -2.8024
H -2.0537 -2.0025 -3.9557
H -5.3186 -3.6281 -1.3680
H -5.0750 -2.3091 -0.2167
H -3.8142 -3.5365 -0.4444
I -0.9050 5.4110 4.4755
C -0.4611 4.2659 2.8434
C 0.4594 4.5383 1.8447
N 0.4199 3.5290 0.9743
N -0.4751 2.5901 1.3437
C -1.0139 3.0420 2.4861
H 1.1249 5.3749 1.7048
H 0.9948 3.3588 0.1619
H -1.7676 2.4700 3.0051
*
```

***

Formula: C4H12NO
Source: OMol25
Level of theory: ωB97M-V/def2-TZVPD

energy relative to the best compared isomer or geometry (same formula, charge and spin): 176.9 kcal/mol
HOMO-LUMO gap: 5.12 eV
DFT total energy: -7866.6194 eV

The geometry in ORCA input format:
```
! wB97M-V def2-TZVPD RIJCOSX def2/J DEFGRID3
* xyz 1 1
O -1.5352 0.4384 0.0491
C -1.5829 1.8375 0.1610
C -0.2440 2.3221 -0.4699
N 0.8429 1.4550 -0.0320
C 1.2736 -1.8219 0.5005
C 0.3585 -2.6621 -0.4078
H -0.5628 0.1773 0.0938
H -2.5050 1.9676 -0.3291
H -1.6633 2.3369 1.1719
H -0.2999 2.1054 -1.5399
H -0.1630 3.3638 -0.3272
H 1.4378 -0.9362 -0.0674
H 1.1633 1.7213 0.9625
H 2.2501 -2.2536 0.6593
H 0.8202 -1.5158 1.4332
H 0.3950 -3.6258 0.0502
H -0.7048 -2.2751 -0.4413
H 0.7196 -2.6346 -1.4670
*
```

***

Formula: C41H68BrN3O13P2S
Source: OMol25
Level of theory: ωB97M-V/def2-TZVPD

SMILES: C=CCc1c(O)c([C@@H](Br)CC)c(CN)c2c1N(CC(=O)O)c1c(CCC(=O)O)c(N)cc(CCCCC)c1S2.CCOP(=O)(OCC)OCC.CCOP(=O)(OCC)OCC
HOMO-LUMO gap: 8.46 eV
DFT total energy: -174166.0611 eV

The geometry in ORCA input format:
```
! wB97M-V def2-TZVPD RIJCOSX def2/J DEFGRID3
* xyz 0 1
C -5.5181 -1.5065 -0.2548
C -4.7587 -2.4114 0.3671
C -4.2917 -3.7261 -0.2362
C -3.0325 -3.6020 -1.0798
C -3.1083 -3.2805 -2.4370
O -4.3594 -3.0817 -2.9784
C -1.9841 -3.1901 -3.2551
C -2.0503 -2.8787 -4.7303
Br -2.2787 -4.5767 -5.7138
C -3.0848 -1.8500 -5.1659
C -2.9536 -1.5698 -6.6843
C -0.7422 -3.4405 -2.6565
C 0.5569 -3.3843 -3.4579
N 1.0047 -1.9774 -3.5433
C -0.6630 -3.7583 -1.3070
C -1.7964 -3.8446 -0.4950
N -1.6983 -4.1883 0.9030
C -1.1563 -3.0718 1.7183
C -2.0426 -2.7056 2.9074
O -2.7028 -1.7006 2.9134
O -2.0581 -3.5195 4.0071
C -0.9152 -5.4002 1.0581
C -1.4334 -6.4766 1.8110
C -2.7935 -6.3046 2.4509
C -3.0296 -6.9875 3.8286
C -1.8686 -6.9783 4.8041
O -1.7105 -7.9027 5.5535
O -1.0116 -5.9003 4.8651
C -0.6519 -7.6316 1.8907
N -1.1123 -8.7724 2.5762
C 0.6118 -7.7025 1.3053
C 1.1307 -6.6466 0.5834
C 2.4847 -6.7683 -0.0588
C 3.5092 -5.7188 0.4173
C 3.6136 -5.5943 1.9587
C 3.2062 -4.1827 2.4072
C 4.1938 -3.0999 1.9338
C 0.3389 -5.5066 0.4632
S 0.8789 -4.1244 -0.5139
H -5.4163 -1.3587 -1.3244
H -6.2205 -0.9314 0.3351
H -4.4780 -2.2186 1.3986
H -5.1224 -4.1246 -0.8147
H -4.0402 -4.3948 0.5830
H -4.9160 -3.8414 -2.7793
H -1.0840 -2.4886 -5.0298
H -2.8493 -0.9099 -4.6604
H -4.1042 -2.1686 -4.9959
H -3.4124 -2.3970 -7.2220
H -1.8926 -1.5652 -6.9477
H -3.4075 -0.6166 -6.9423
H 0.3452 -3.7411 -4.4669
H 1.3165 -4.0015 -2.9928
H 2.0017 -1.9065 -3.4068
H 0.7128 -1.5538 -4.4104
H -1.0362 -2.1686 1.1250
H -0.1711 -3.3647 2.0994
H -1.1917 -3.4720 4.4309
H -3.5967 -6.6255 1.7788
H -2.9611 -5.2434 2.5990
H -3.9372 -6.5518 4.2470
H -3.2375 -8.0405 3.6684
H -0.3260 -6.0224 4.1940
H -2.0586 -9.0129 2.3220
H -0.5003 -9.5625 2.4427
H 1.1906 -8.6152 1.3864
H 2.9265 -7.7540 0.0900
H 2.3721 -6.6378 -1.1407
H 3.3142 -4.7506 -0.0388
H 4.4897 -6.0251 0.0439
H 2.9863 -6.3371 2.4524
H 4.6591 -5.7095 2.2497
H 2.2100 -3.9368 2.0259
H 3.1479 -4.1369 3.4985
H 5.2045 -3.5044 1.8720
H 4.1393 -2.2397 2.5981
H 3.9236 -2.7675 0.9290
C 1.9067 5.1322 -1.3819
C 1.1257 4.8267 -0.1166
O 0.7287 3.4548 -0.0557
P 1.8285 2.3344 0.3331
O 2.3202 2.6514 1.6882
O 0.8639 1.0488 0.5910
C 1.0601 0.1240 1.6549
C -0.1025 0.2440 2.6115
O 2.2423 1.8478 -1.1433
C 1.3819 0.9642 -1.8967
C 0.1142 1.6327 -2.3756
H 2.8548 4.5897 -1.3991
H 2.1203 6.2002 -1.4510
H 1.3444 4.8263 -2.2640
H 1.7094 5.0861 0.7710
H 0.2113 5.4195 -0.0971
H 2.0262 0.2697 2.1387
H 1.0607 -0.8836 1.2221
H -0.2208 1.2578 2.9921
H 0.0125 -0.4338 3.4611
H -1.0177 -0.0142 2.0798
H 1.1681 0.0528 -1.3518
H 1.9599 0.6657 -2.7730
H -0.5688 1.8341 -1.5522
H -0.3933 0.9750 -3.0833
H 0.3335 2.5811 -2.8665
C -1.5568 9.9853 -0.7748
C -0.9555 11.3589 -0.5410
O 0.2878 11.2857 0.1646
P 1.6179 10.8228 -0.6280
O 1.8597 11.7881 -1.7168
O 2.7441 11.2450 0.4751
C 3.9905 11.8163 0.0699
C 4.0368 13.2812 0.4447
O 1.6333 9.2710 -0.2733
C 2.0657 8.7054 0.9727
C 1.1302 8.9815 2.1256
H -0.9257 9.3873 -1.4363
H -2.5438 10.0728 -1.2297
H -1.6479 9.4397 0.1646
H -0.8160 11.8881 -1.4867
H -1.6240 11.9582 0.0758
H 4.1537 11.6845 -0.9993
H 4.7792 11.2700 0.5933
H 3.1990 13.8201 0.0029
H 4.9676 13.7395 0.1072
H 3.9637 13.3970 1.5270
H 3.0857 9.0000 1.2078
H 2.0953 7.6278 0.8003
H 1.1676 10.0272 2.4282
H 1.4187 8.3702 2.9816
H 0.1000 8.7484 1.8568
*
```

***

Formula: C3H5N3
Source: OMol25
Level of theory: ωB97M-V/def2-TZVPD

SMILES: Cn1cncn1
energy relative to the best compared isomer or geometry (same formula, charge and spin): 12.2 kcal/mol
HOMO-LUMO gap: 10.85 eV
DFT total energy: -7661.9285 eV

The geometry in ORCA input format:
```
! wB97M-V def2-TZVPD RIJCOSX def2/J DEFGRID3
* xyz 0 1
C -1.6182 -0.3277 0.0385
N -0.1830 -0.0779 -0.1229
C 0.4860 1.0947 -0.1071
N 1.7828 0.9024 -0.0386
C 1.8796 -0.4501 0.0025
N 0.7275 -1.0964 -0.0343
H -2.1285 -0.6031 -0.8915
H -1.7193 -1.1486 0.7475
H -2.1237 0.5515 0.4560
H 0.0427 2.0806 -0.1220
H 2.8541 -0.9255 0.0720
*
```

***

Formula: C5H8O2
Source: OMol25
Level of theory: ωB97M-V/def2-TZVPD

SMILES: C[C@H]1O[C@H]2C[C@]21O
energy relative to the best compared isomer or geometry (same formula, charge and spin): 109.6 kcal/mol
HOMO-LUMO gap: 9.46 eV
DFT total energy: -9405.0808 eV

The geometry in ORCA input format:
```
! wB97M-V def2-TZVPD RIJCOSX def2/J DEFGRID3
* xyz 0 1
C -1.8447 -0.2457 -0.2421
C -0.8112 0.8015 -0.0417
O -0.4336 0.9359 1.3212
C 0.8707 0.4705 1.0954
C 0.9712 -0.9117 0.3513
C 0.9562 0.3539 -0.3651
O 1.6794 0.9328 -1.3848
H -1.1718 -1.2922 -0.2530
H -2.4392 -0.5115 0.6360
H -2.4569 -0.1104 -1.1463
H -0.8377 1.7271 -0.6111
H 1.5861 0.8232 1.8337
H -0.0287 -1.5462 0.1029
H 1.7532 -1.6385 0.5602
H 2.0607 0.2533 -1.9598
*
```

***

Formula: C17H22N4O2S
Source: OMol25
Level of theory: ωB97M-V/def2-TZVPD

SMILES: COCCn1c(Cc2ccccc2)nnc1SCC(=O)NC1CC1
energy relative to the best compared isomer or geometry (same formula, charge and spin): 55.4 kcal/mol
HOMO-LUMO gap: 9.31 eV
DFT total energy: -38875.9254 eV

The geometry in ORCA input format:
```
! wB97M-V def2-TZVPD RIJCOSX def2/J DEFGRID3
* xyz 0 1
C -4.2327 -3.0351 0.5234
O -3.2598 -2.0600 0.2484
C -2.4201 -2.4056 -0.8287
C -1.3721 -1.3068 -1.0002
N -0.4738 -1.2714 0.1163
C -0.5301 -0.5214 1.2553
C -1.5905 0.4730 1.5388
C -1.6058 1.5938 0.5265
C -2.8029 2.2214 0.2040
C -2.8296 3.2566 -0.7135
C -1.6595 3.6725 -1.3262
C -0.4632 3.0506 -1.0127
C -0.4352 2.0207 -0.0892
N 0.4910 -0.7963 2.0198
N 1.2336 -1.7391 1.4168
C 0.6566 -2.0170 0.2811
S 1.2891 -3.0697 -0.9581
C 2.9766 -2.3611 -1.0298
C 2.8655 -0.8574 -0.7972
O 2.2840 -0.1318 -1.5744
N 3.4724 -0.4402 0.3338
C 3.3213 0.8808 0.8673
C 4.5592 1.7055 1.0711
C 3.5871 2.0619 -0.0110
H -4.8153 -2.6649 1.3642
H -3.7699 -3.9923 0.7919
H -4.8913 -3.1911 -0.3395
H -3.0050 -2.5006 -1.7560
H -1.9224 -3.3689 -0.6338
H -1.8651 -0.3359 -1.0792
H -0.7861 -1.4989 -1.9034
H -2.5582 -0.0351 1.5406
H -1.4042 0.8751 2.5379
H -3.7193 1.8931 0.6739
H -3.7673 3.7360 -0.9544
H -1.6814 4.4764 -2.0470
H 0.4535 3.3601 -1.4915
H 0.5035 1.5392 0.1403
H 3.3303 -2.5660 -2.0392
H 3.6000 -2.8637 -0.2925
H 3.7585 -1.1377 1.0056
H 2.5318 0.9490 1.6112
H 4.6153 2.3302 1.9486
H 5.5021 1.2703 0.7779
H 2.9632 2.9329 0.1163
H 3.8662 1.8688 -1.0339
*
```

***

Formula: C4H12O4
Source: OMol25
Level of theory: ωB97M-V/def2-TZVPD

SMILES: C[C@@H](O)CC=O.O.O
energy relative to the best compared isomer or geometry (same formula, charge and spin): 32.0 kcal/mol
HOMO-LUMO gap: 9.67 eV
DFT total energy: -12531.7058 eV

The geometry in ORCA input format:
```
! wB97M-V def2-TZVPD RIJCOSX def2/J DEFGRID3
* xyz 0 1
C -0.8169 -1.5087 0.3442
C -0.1449 -0.4317 -0.4961
O 1.1383 -0.1790 0.1345
C 0.3298 -0.9165 -1.8754
C 1.2751 0.1068 -2.5037
O 1.8612 -0.1259 -3.5284
H -1.8557 -1.7211 0.0682
H -0.8163 -1.1290 1.3593
H -0.3349 -2.4660 0.1694
H -0.7149 0.4944 -0.5540
H 1.1411 -0.2414 1.0930
H 0.8746 -1.8474 -1.7067
H -0.5359 -1.0543 -2.5224
H 1.4110 1.0299 -1.9227
O -1.8268 0.3801 2.7063
H -2.3454 1.0680 3.1347
H -0.9556 0.7578 2.5578
O 0.4417 2.5673 0.9469
H 0.9599 1.8598 1.3479
H 0.9146 3.3569 1.2472
*
```